No. 1
{
  "formula": "C34H44CuN4PS4Se",
  "method": "ωB97M-V with the def2-TZVPD basis set",
  "multiplicity": 2,
  "total_charge": -1,
  "symbols": ["Cu", "S", "C", "C", "C", "C", "N", "C", "C", "C", "S", "C", "N", "H", "H", "C", "C", "C", "C", "C", "C", "P", "C", "C", "C", "C", "C", "C", "C", "C", "C", "C", "C", "C", "H", "H", "H", "H", "H", "H", "H", "H", "H", "H", "H", "H", "H", "H", "H", "H", "H", "H", "H", "H", "H", "H", "H", "H", "H", "H", "H", "H", "H", "H", "H", "H", "H", "Se", "C", "C", "C", "N", "C", "C", "H", "H", "H", "H", "S", "C", "N", "C", "C", "S", "H", "H", "H", "H", "H"],
  "xyz": [[0.675, -0.231, 0.263], [-0.949, -0.318, 1.863], [-0.450, 1.007, 2.880], [-1.011, 1.136, 4.153], [-0.686, 2.191, 4.992], [-1.284, 2.270, 6.295], [-1.759, 2.319, 7.341], [0.228, 3.162, 4.553], [0.798, 3.040, 3.295], [0.496, 1.969, 2.450], [1.286, 1.854, 0.898], [0.588, 4.273, 5.388], [0.886, 5.173, 6.040], [-1.720, 0.392, 4.491], [1.507, 3.786, 2.961], [1.098, -4.388, 4.421], [2.135, -3.259, 4.324], [1.941, -2.415, 3.056], [1.438, -3.292, 1.902], [0.010, -3.783, 2.232], [-0.199, -3.960, 3.744], [1.472, -2.389, 0.300], [3.222, -2.376, -0.289], [3.966, -1.130, 0.226], [5.462, -1.286, -0.015], [6.034, -2.406, 0.871], [4.998, -3.512, 1.133], [4.048, -3.663, -0.052], [0.589, -3.400, -0.956], [-0.930, -3.174, -0.954], [-1.504, -3.596, -2.313], [-0.774, -4.826, -2.884], [-0.183, -5.678, -1.764], [0.915, -4.904, -1.014], [0.929, -4.660, 5.464], [1.474, -5.289, 3.924], [3.145, -3.679, 4.345], [2.052, -2.605, 5.196], [2.873, -1.907, 2.808], [1.204, -1.626, 3.224], [2.102, -4.160, 1.811], [-0.178, -4.729, 1.718], [-0.723, -3.065, 1.864], [-0.995, -4.686, 3.921], [-0.540, -3.014, 4.176], [3.086, -2.245, -1.368], [3.791, -0.975, 1.294], [3.568, -0.241, -0.261], [5.982, -0.346, 0.177], [5.627, -1.518, -1.073], [6.361, -1.985, 1.825], [6.923, -2.833, 0.400], [4.419, -3.277, 2.030], [5.500, -4.460, 1.336], [3.402, -4.532, 0.081], [4.644, -3.868, -0.948], [0.956, -2.930, -1.876], [-1.179, -2.128, -0.760], [-1.388, -3.759, -0.153], [-1.422, -2.758, -3.009], [-2.570, -3.806, -2.202], [0.037, -4.507, -3.547], [-1.454, -5.418, -3.499], [0.228, -6.611, -2.157], [-0.980, -5.960, -1.069], [1.872, -5.045, -1.523], [1.033, -5.321, -0.010], [0.830, -0.067, -2.170], [2.271, 1.169, -2.352], [2.058, 2.542, -2.244], [3.121, 3.413, -2.420], [4.367, 3.026, -2.698], [4.564, 1.714, -2.807], [3.568, 0.761, -2.648], [1.070, 2.918, -2.014], [2.964, 4.483, -2.334], [5.578, 1.400, -3.034], [3.800, -0.289, -2.773], [-3.253, -0.036, -1.830], [-2.849, 1.534, -1.540], [-1.874, 1.990, -0.763], [-1.840, 3.406, -0.456], [-2.502, 4.093, -1.645], [-3.740, 2.898, -2.232], [-1.295, 1.342, -0.238], [-0.807, 3.722, -0.313], [-2.392, 3.605, 0.469], [-1.784, 4.288, -2.442], [-2.986, 5.024, -1.361]],
  "atomic_forces_ev_per_a": [[0.03, -0.01, 0.05], [0.05, 0.02, 0.04], [0.01, 0.09, 0.05], [-0.01, -0.03, -0.03], [-0.03, 0.02, 0.05], [0.06, 0.01, -0.02], [-0.02, -0.01, -0.02], [0.01, 0.02, 0.03], [0.00, 0.01, -0.02], [-0.05, -0.06, -0.02], [0.04, 0.02, 0.10], [-0.02, -0.02, -0.03], [0.00, -0.01, 0.00], [0.00, 0.00, 0.00], [0.00, -0.01, 0.00], [0.00, -0.01, 0.00], [-0.01, 0.01, 0.01], [0.00, 0.00, 0.01], [-0.03, -0.03, 0.04], [0.00, 0.02, 0.02], [0.00, 0.00, -0.01], [-0.10, 0.11, -0.12], [0.01, -0.07, 0.03], [-0.03, 0.03, 0.03], [0.00, 0.00, 0.00], [0.00, 0.01, 0.01], [0.01, 0.00, -0.01], [-0.01, 0.00, -0.02], [0.00, -0.05, -0.01], [0.02, -0.02, 0.02], [0.01, 0.00, 0.00], [0.00, 0.00, -0.01], [-0.01, -0.01, 0.00], [0.01, 0.01, 0.00], [-0.01, 0.01, 0.00], [0.00, 0.00, 0.00], [0.00, 0.00, -0.01], [0.01, -0.01, 0.00], [0.01, 0.00, -0.01], [-0.01, -0.01, 0.00], [0.00, -0.01, -0.01], [0.01, -0.01, 0.00], [-0.01, 0.00, -0.01], [0.00, 0.00, 0.00], [0.01, 0.00, 0.00], [0.00, 0.04, 0.00], [0.01, -0.02, 0.00], [0.01, -0.01, -0.02], [0.00, 0.00, 0.00], [0.00, 0.00, 0.00], [0.00, -0.01, 0.00], [-0.01, 0.00, -0.01], [-0.01, 0.01, 0.00], [0.00, 0.00, 0.00], [0.01, 0.01, 0.02], [-0.01, 0.00, -0.01], [0.00, 0.00, 0.00], [-0.01, 0.00, -0.01], [0.00, 0.01, -0.01], [-0.01, 0.00, 0.00], [0.00, 0.00, 0.00], [0.00, 0.01, 0.01], [0.01, 0.00, 0.00], [0.00, 0.00, 0.00], [0.00, 0.02, 0.00], [-0.01, 0.00, -0.01], [0.01, -0.01, -0.01], [0.12, -0.12, -0.01], [-0.07, 0.13, -0.07], [0.00, 0.00, 0.02], [0.04, -0.02, 0.00], [-0.03, 0.01, 0.01], [-0.01, -0.03, 0.01], [0.04, 0.02, -0.09], [0.02, 0.01, -0.01], [-0.01, -0.01, 0.01], [0.00, 0.01, 0.00], [-0.01, -0.02, 0.03], [0.00, -0.08, -0.05], [-0.06, 0.08, 0.07], [0.02, 0.03, 0.04], [0.01, -0.02, -0.03], [0.01, 0.03, 0.01], [0.01, -0.01, -0.01], [-0.05, -0.05, -0.02], [0.01, 0.01, 0.00], [-0.02, 0.00, 0.00], [0.00, -0.02, -0.01], [0.00, 0.00, 0.00]]
}

No. 2
{
  "formula": "C34H44GeN4SeTeW",
  "method": "ωB97M-V with the def2-TZVPD basis set",
  "total_charge": 2,
  "symbols": ["W", "C", "C", "C", "C", "C", "H", "H", "H", "H", "H", "C", "N", "C", "C", "C", "C", "C", "N", "C", "C", "C", "C", "C", "C", "H", "H", "H", "H", "H", "H", "H", "H", "H", "H", "H", "Te", "C", "C", "C", "C", "C", "C", "C", "C", "C", "C", "C", "C", "H", "H", "H", "H", "H", "H", "H", "H", "H", "H", "C", "Ge", "C", "C", "C", "Se", "C", "H", "H", "H", "H", "H", "H", "H", "H", "H", "H", "H", "H", "H", "H", "N", "N", "H", "H", "H", "H"],
  "xyz": [[-0.328, -0.316, -0.243], [-1.350, 1.821, -0.034], [-0.526, 1.959, -1.176], [-0.899, 0.974, -2.102], [-1.999, 0.231, -1.578], [-2.280, 0.765, -0.272], [-1.276, 2.432, 0.850], [0.254, 2.685, -1.321], [-0.490, 0.892, -3.098], [-2.608, -0.474, -2.118], [-3.099, 0.484, 0.363], [1.922, -2.836, -0.002], [1.096, -1.781, 0.648], [1.085, -1.823, 1.960], [0.299, -0.912, 2.672], [0.060, -0.726, 4.037], [-0.867, 0.302, 4.124], [-1.156, 0.699, 2.815], [-0.453, -0.016, 1.922], [3.150, -2.325, -0.727], [3.357, -2.595, -2.076], [4.514, -2.170, -2.718], [5.490, -1.489, -2.006], [5.316, -1.259, -0.646], [4.157, -1.678, -0.012], [1.284, -3.413, -0.666], [2.259, -3.521, 0.776], [1.700, -2.547, 2.487], [0.505, -1.287, 4.845], [-1.295, 0.723, 5.020], [-1.859, 1.465, 2.523], [2.635, -3.198, -2.625], [4.663, -2.397, -3.766], [6.397, -1.167, -2.500], [6.097, -0.768, -0.075], [4.050, -1.537, 1.057], [2.109, 1.108, 0.387], [3.124, 1.715, -1.348], [4.296, 2.448, -1.184], [5.033, 2.810, -2.303], [4.604, 2.436, -3.573], [3.437, 1.699, -3.725], [2.693, 1.341, -2.610], [1.541, 3.029, 1.037], [1.155, 3.136, 2.370], [0.775, 4.374, 2.873], [0.800, 5.495, 2.054], [1.211, 5.385, 0.731], [1.584, 4.150, 0.216], [4.636, 2.735, -0.196], [5.943, 3.384, -2.182], [5.180, 2.721, -4.443], [3.105, 1.408, -4.713], [1.777, 0.761, -2.724], [1.167, 2.268, 3.022], [0.479, 4.463, 3.910], [0.513, 6.460, 2.451], [1.249, 6.263, 0.099], [1.922, 4.074, -0.811], [-6.247, -2.727, 1.940], [-5.122, -1.280, 1.296], [-5.471, -0.970, -0.603], [-5.395, 0.375, 2.291], [-3.241, -1.801, 1.773], [-1.868, -2.414, 0.538], [-3.005, -3.261, -0.793], [-7.296, -2.486, 1.762], [-6.108, -2.877, 3.011], [-6.023, -3.664, 1.429], [-6.493, -0.591, -0.668], [-5.432, -1.888, -1.186], [-4.823, -0.223, -1.059], [-6.447, 0.660, 2.257], [-4.813, 1.200, 1.874], [-5.111, 0.244, 3.336], [-3.326, -2.625, 2.483], [-2.776, -0.982, 2.318], [-3.863, -3.660, -0.257], [-2.445, -4.083, -1.225], [-3.350, -2.563, -1.549], [-0.250, -2.879, -2.179], [0.294, -1.543, -2.060], [0.266, -3.385, -2.900], [-1.200, -2.785, -2.523], [0.095, -1.033, -2.919], [1.314, -1.619, -2.063]],
  "atomic_forces_ev_per_a": [[0.15, 0.93, 0.34], [0.14, -0.35, -0.36], [-0.28, -0.34, 0.22], [-0.20, 0.14, -0.27], [-0.23, 0.03, -0.03], [0.12, -0.02, -0.04], [0.09, 0.00, 0.02], [0.05, 0.02, 0.03], [0.06, -0.02, 0.04], [0.00, -0.03, -0.02], [-0.01, 0.00, 0.08], [0.02, 0.13, -0.02], [-0.04, -0.44, 0.28], [-0.04, 0.37, -0.21], [0.15, -0.06, -0.18], [-0.04, -0.01, 0.06], [-0.01, -0.01, 0.09], [-0.12, 0.13, -0.06], [0.18, -0.26, 0.07], [-0.05, -0.02, 0.08], [-0.07, 0.00, -0.03], [0.04, 0.02, -0.02], [-0.06, -0.01, -0.01], [-0.01, 0.06, 0.02], [0.03, 0.07, -0.04], [0.03, -0.02, 0.02], [-0.08, -0.02, 0.07], [-0.04, -0.03, 0.00], [0.00, 0.03, -0.02], [0.01, 0.00, -0.03], [0.04, -0.02, -0.01], [0.06, 0.04, 0.02], [0.00, 0.01, 0.02], [-0.01, 0.00, 0.00], [-0.05, -0.03, -0.04], [-0.02, 0.06, 0.02], [0.05, -0.24, -0.06], [-0.01, -0.04, 0.13], [0.06, -0.01, -0.05], [-0.09, -0.03, -0.06], [-0.02, 0.00, 0.10], [0.06, 0.04, -0.07], [-0.19, -0.19, -0.06], [-0.03, -0.05, 0.03], [0.00, -0.02, 0.04], [0.02, 0.01, -0.03], [0.00, -0.04, -0.01], [-0.01, -0.04, 0.02], [-0.05, 0.04, 0.01], [0.00, 0.00, -0.02], [0.00, 0.00, -0.01], [0.00, -0.01, 0.01], [0.01, 0.01, 0.00], [0.21, 0.13, 0.02], [-0.01, 0.04, -0.02], [0.00, 0.00, 0.00], [0.01, -0.01, 0.00], [0.00, -0.01, 0.01], [0.02, 0.03, 0.00], [-0.02, 0.00, 0.00], [0.04, -0.01, 0.00], [-0.05, 0.01, 0.02], [-0.03, 0.01, 0.01], [0.02, -0.02, -0.02], [-0.03, -0.07, 0.02], [0.04, -0.02, 0.00], [0.02, -0.02, 0.01], [-0.01, 0.00, -0.02], [-0.01, 0.02, 0.00], [0.02, 0.01, -0.02], [-0.03, -0.01, -0.01], [0.02, 0.01, -0.01], [0.03, 0.01, 0.01], [-0.02, -0.02, 0.01], [-0.01, 0.01, -0.02], [0.01, -0.02, 0.00], [0.01, 0.03, 0.03], [0.01, 0.00, 0.02], [0.00, 0.00, -0.01], [0.00, 0.03, -0.05], [0.00, -0.05, -0.15], [0.14, 0.20, -0.20], [-0.05, 0.08, 0.01], [0.02, 0.03, 0.07], [0.08, -0.01, 0.12], [-0.05, -0.15, 0.15]]
}

Energy relative to the best compared isomer or geometry (same formula, charge and spin) list, top to bottom, in kcal per mole: 0.0, 9.0